{
  "formula": "C30H24BrCaN11O4",
  "method": "wB97M-V/def2-TZVPD",
  "symbols": ["Ca", "O", "C", "O", "C", "C", "C", "N", "C", "C", "C", "O", "O", "H", "H", "H", "N", "C", "C", "C", "C", "C", "N", "C", "C", "C", "C", "C", "N", "H", "H", "H", "H", "H", "H", "H", "H", "H", "N", "C", "N", "C", "N", "N", "C", "N", "C", "C", "C", "C", "C", "N", "H", "H", "H", "H", "H", "H", "H", "H", "Br", "C", "C", "C", "C", "C", "N", "H", "H", "H", "H"],
  "positions_angstrom": [[-0.027, -0.254, 0.197], [3.201, 1.064, 6.487], [3.687, 0.192, 5.753], [4.610, -0.626, 5.908], [3.001, 0.095, 4.350], [3.522, -0.750, 3.376], [2.862, -0.874, 2.172], [1.736, -0.205, 1.888], [1.259, 0.647, 2.816], [1.851, 0.811, 4.055], [0.003, 1.399, 2.399], [-0.908, 1.543, 3.209], [-0.025, 1.742, 1.151], [4.420, -1.308, 3.603], [3.221, -1.553, 1.404], [1.434, 1.479, 4.796], [-2.753, -0.710, 2.483], [-1.686, -1.578, 2.689], [-1.423, -1.947, 4.017], [-0.401, -2.826, 4.275], [0.341, -3.339, 3.213], [0.038, -2.897, 1.953], [-0.956, -2.027, 1.671], [-3.127, 0.070, 1.399], [-4.205, 0.946, 1.596], [-4.608, 1.755, 0.565], [-3.938, 1.686, -0.657], [-2.894, 0.803, -0.758], [-2.489, -0.009, 0.233], [-3.129, -0.357, 3.349], [-1.996, -1.507, 4.822], [-0.163, -3.099, 5.294], [1.164, -4.019, 3.375], [0.634, -3.218, 1.103], [-4.690, 0.992, 2.562], [-5.430, 2.445, 0.705], [-4.208, 2.316, -1.491], [-2.325, 0.735, -1.680], [2.575, 1.793, -0.542], [2.565, 0.942, -1.558], [3.538, 1.029, -2.468], [3.457, 0.160, -3.467], [4.407, 0.213, -4.413], [2.494, -0.777, -3.626], [1.597, -0.793, -2.664], [1.567, 0.013, -1.611], [0.477, -1.785, -2.768], [0.390, -2.666, -3.836], [-0.674, -3.551, -3.886], [-1.617, -3.531, -2.871], [-1.453, -2.620, -1.842], [-0.433, -1.763, -1.788], [3.279, 2.510, -0.531], [1.798, 1.849, 0.113], [5.154, 0.876, -4.323], [4.393, -0.453, -5.163], [1.154, -2.640, -4.599], [-0.766, -4.249, -4.708], [-2.461, -4.206, -2.871], [-2.158, -2.564, -1.020], [0.505, 4.717, -0.910], [-0.502, 3.717, -2.161], [-1.722, 4.228, -2.587], [-2.431, 3.498, -3.524], [-1.909, 2.299, -3.986], [-0.692, 1.880, -3.477], [0.010, 2.575, -2.577], [-2.086, 5.166, -2.196], [-3.380, 3.865, -3.894], [-2.430, 1.703, -4.723], [-0.246, 0.947, -3.804]],
  "mulliken_charge": [2.484, -0.709, 0.382, -0.723, 0.075, -0.884, -0.551, 0.275, 0.988, -0.678, -0.197, -0.690, -0.696, 0.477, 0.470, 0.630, 0.118, 0.650, -0.967, -0.415, -0.954, -0.056, -0.010, 0.322, -0.973, -0.532, -0.803, -0.373, 0.418, 0.194, 0.394, 0.430, 0.428, 0.401, 0.441, 0.424, 0.461, 0.503, -0.012, 0.109, -0.830, 0.257, -0.347, -0.792, -0.313, 0.252, 0.591, -0.600, -0.545, -0.951, -0.518, 0.492, 0.286, -0.099, 0.256, 0.237, 0.526, 0.446, 0.440, 0.434, -0.125, 0.200, -0.470, -0.392, -0.720, -0.121, -0.103, 0.410, 0.457, 0.408, 0.384],
  "homo_ev": -7.0483,
  "total_charge": 0,
  "energy_ev": -144568.848,
  "orbital_gap_ha": 0.2211
}

{
  "formula": "C30H24BrClLaO2P",
  "method": "wB97M-V/def2-TZVPD",
  "symbols": ["C", "C", "C", "H", "C", "C", "H", "H", "H", "H", "La", "Cl", "P", "C", "C", "H", "C", "H", "C", "H", "C", "H", "C", "H", "C", "C", "H", "C", "H", "C", "H", "C", "H", "C", "H", "C", "C", "H", "C", "H", "C", "H", "C", "H", "C", "H", "Br", "C", "C", "C", "C", "C", "C", "C", "O", "O", "H", "H", "H", "H"],
  "positions_angstrom": [[2.375, -0.719, 1.251], [1.681, 0.525, 1.395], [0.410, 0.252, 1.993], [2.066, 1.513, 1.140], [0.318, -1.154, 2.235], [1.539, -1.767, 1.772], [1.779, -2.831, 1.800], [3.381, -0.842, 0.856], [-0.337, 1.000, 2.263], [-0.539, -1.674, 2.658], [0.324, -1.199, -0.418], [-2.222, -1.596, -0.091], [-1.537, 2.488, -0.507], [-2.469, 2.795, 0.979], [-2.509, 4.086, 1.529], [-1.932, 4.892, 1.071], [-3.285, 4.300, 2.663], [-3.312, 5.308, 3.092], [-3.996, 3.259, 3.251], [-4.597, 3.449, 4.139], [-3.928, 1.971, 2.719], [-4.468, 1.151, 3.192], [-3.160, 1.718, 1.596], [-3.064, 0.706, 1.178], [-0.271, 3.714, -0.765], [0.606, 4.049, 0.295], [0.473, 3.598, 1.283], [1.637, 4.955, 0.063], [2.310, 5.217, 0.880], [1.825, 5.501, -1.211], [2.647, 6.195, -1.388], [0.991, 5.125, -2.265], [1.156, 5.522, -3.269], [-0.043, 4.216, -2.063], [-0.679, 3.891, -2.889], [-2.620, 2.322, -1.911], [-3.771, 3.120, -1.953], [-3.999, 3.780, -1.114], [-4.594, 3.049, -3.072], [-5.485, 3.687, -3.111], [-4.306, 2.178, -4.123], [-4.966, 2.140, -4.992], [-3.184, 1.350, -4.053], [-2.970, 0.659, -4.868], [-2.341, 1.402, -2.957], [-1.465, 0.740, -2.883], [-0.673, -4.901, -1.324], [1.033, -5.276, -2.120], [1.493, -6.588, -2.255], [2.851, -6.844, -2.531], [3.735, -5.765, -2.691], [3.255, -4.454, -2.633], [1.907, -4.222, -2.442], [1.541, -2.842, -2.127], [2.289, -2.281, -1.227], [0.476, -2.280, -2.570], [0.796, -7.413, -2.129], [3.205, -7.869, -2.616], [4.797, -5.936, -2.836], [3.921, -3.599, -2.713]],
  "mulliken_charge": [-0.939, -0.310, -0.056, 0.484, -1.021, -0.509, 0.622, 0.439, 0.527, 0.441, 1.411, -0.679, 0.700, -0.128, -0.082, 0.421, -0.573, 0.384, -0.479, 0.367, -0.554, 0.411, -0.230, 0.187, 0.348, -0.499, 0.592, -0.668, 0.384, -0.546, 0.364, -0.491, 0.391, -0.655, 0.360, 0.223, -0.348, 0.387, -0.540, 0.368, -0.514, 0.362, -0.524, 0.402, -0.106, 0.239, -0.156, 0.044, -0.459, -0.468, -0.538, -0.502, 0.828, 0.735, -0.759, -0.626, 0.398, 0.369, 0.372, 0.397],
  "homo_ev": -7.5042,
  "total_charge": 0,
  "energy_ev": -128311.030,
  "orbital_gap_ha": 0.2771
}

{
  "formula": "C30H24BrMoN7OS",
  "method": "wB97M-V/def2-TZVPD",
  "symbols": ["Mo", "C", "C", "N", "N", "C", "N", "S", "C", "C", "C", "C", "C", "N", "H", "H", "H", "H", "H", "H", "H", "H", "H", "Br", "C", "C", "C", "C", "O", "C", "C", "N", "C", "C", "C", "C", "C", "C", "C", "C", "N", "C", "C", "H", "H", "H", "H", "H", "H", "H", "H", "H", "H", "N", "C", "C", "C", "C", "C", "C", "H", "H", "H", "H", "H"],
  "positions_angstrom": [[0.789, -0.572, -0.022], [4.108, 0.440, 2.722], [2.998, 0.369, 1.725], [2.509, -0.738, 1.277], [3.045, -1.910, 1.703], [2.628, -2.947, 0.996], [3.121, -4.145, 1.398], [1.575, -2.940, -0.373], [2.439, 1.614, 1.156], [2.947, 2.866, 1.485], [2.430, 3.994, 0.869], [1.418, 3.853, -0.065], [0.952, 2.578, -0.335], [1.441, 1.494, 0.260], [4.352, -0.560, 3.064], [3.816, 1.054, 3.577], [5.000, 0.889, 2.278], [3.907, -4.137, 2.026], [3.021, -4.921, 0.768], [3.742, 2.950, 2.210], [2.819, 4.973, 1.115], [0.990, 4.706, -0.571], [0.155, 2.404, -1.046], [2.105, 2.831, -6.685], [2.125, 1.864, -5.052], [3.325, 1.717, -4.348], [3.350, 1.013, -3.171], [2.180, 0.428, -2.624], [2.256, -0.271, -1.544], [0.969, 0.611, -3.343], [-0.308, 0.101, -2.903], [-0.622, -0.341, -1.732], [-2.016, -0.594, -1.519], [-2.966, 0.279, -1.984], [-4.340, 0.073, -1.729], [-4.757, -0.995, -0.992], [-3.806, -1.907, -0.475], [-4.157, -3.022, 0.325], [-3.182, -3.845, 0.803], [-1.834, -3.559, 0.481], [-1.482, -2.545, -0.255], [-2.434, -1.715, -0.737], [0.973, 1.310, -4.564], [4.234, 2.153, -4.742], [4.275, 0.872, -2.627], [-1.096, 0.128, -3.656], [-2.656, 1.168, -2.519], [-5.059, 0.786, -2.110], [-5.808, -1.149, -0.782], [-5.202, -3.202, 0.551], [-3.421, -4.699, 1.422], [-1.025, -4.183, 0.848], [0.045, 1.416, -5.113], [-0.415, -0.278, 1.181], [-1.447, 0.052, 2.034], [-1.451, -0.445, 3.340], [-2.501, -0.152, 4.193], [-3.566, 0.629, 3.759], [-3.566, 1.122, 2.461], [-2.514, 0.843, 1.603], [-0.622, -1.064, 3.660], [-2.493, -0.542, 5.204], [-4.388, 0.850, 4.427], [-4.392, 1.729, 2.111], [-2.511, 1.219, 0.587]],
  "mulliken_charge": [0.332, -1.831, 0.660, 1.315, -1.803, 0.613, -0.447, -0.387, 1.049, -0.942, -0.575, -0.952, -0.183, 0.525, 0.390, 0.389, 0.353, 0.245, 0.232, 0.490, 0.416, 0.463, 0.422, -0.224, -0.290, -0.451, -0.620, 0.408, -0.484, 0.605, -0.854, 0.309, -0.460, 0.188, -1.021, -0.855, 1.317, -0.884, -0.804, -0.194, -0.083, 0.228, -0.773, 0.425, 0.474, 0.671, 0.568, 0.385, 0.417, 0.415, 0.399, 0.416, 0.448, -0.436, 0.138, -0.583, -0.525, -0.492, -0.810, 0.181, 0.449, 0.376, 0.391, 0.405, 0.460],
  "homo_ev": -6.5033,
  "total_charge": 0,
  "energy_ev": -126713.585,
  "orbital_gap_ha": 0.2261
}